No. 1
Computed, not measured: a structure of composition C24H16BrCl5N4O2PdS, with ωB97M-V with the def2-TZVPD basis set.

XYZ file:
```
54
Properties=species:S:1:pos:R:3:forces:R:3
Pd -0.8162 0.2169 -0.0866 0.039 -0.246 0.024
C 2.5986 2.4554 3.3876 -0.014 -0.004 0.012
C 1.1888 1.9642 3.2422 -0.009 -0.010 -0.051
C 0.2765 1.9741 4.2982 -0.087 -0.052 -0.026
C -1.0003 1.4892 4.1081 0.115 0.062 0.059
C -1.3742 0.9907 2.8664 -0.142 -0.083 0.264
Br -3.1112 0.3092 2.7292 0.104 0.075 -0.201
N -0.5132 0.9805 1.8462 -0.162 -0.092 -0.441
C 0.7323 1.4614 2.0436 0.263 0.154 -0.053
H 2.6361 3.3404 4.0205 -0.001 0.007 -0.006
H 3.0381 2.7045 2.4232 0.004 -0.009 -0.003
H 3.2206 1.6901 3.8547 -0.003 0.002 0.009
H 0.5666 2.3600 5.2676 0.001 0.007 -0.001
H -1.7234 1.4829 4.9100 -0.001 0.001 0.003
H 1.3925 1.4452 1.1846 -0.044 -0.014 0.108
O -1.9507 -3.5140 0.1624 -0.028 -0.046 -0.046
C -1.6886 -2.4141 -0.2034 0.010 0.119 0.043
O -1.4481 -1.4227 0.6786 -0.006 -0.025 -0.146
C -1.5831 -1.9877 -1.6369 0.001 0.014 0.037
C -1.8881 -2.8142 -2.6948 0.011 -0.012 0.034
C -1.7759 -2.3036 -3.9806 -0.006 -0.018 -0.025
C -1.3578 -0.9924 -4.1612 0.004 0.005 -0.020
C -1.0624 -0.2169 -3.0562 0.022 -0.038 0.034
N -1.1757 -0.7258 -1.8263 0.077 0.038 -0.118
H -2.2103 -3.8260 -2.4878 -0.004 0.000 -0.003
H -2.0158 -2.9206 -4.8362 0.002 -0.002 0.003
H -1.2622 -0.5642 -5.1489 0.001 0.003 0.002
H -0.7379 0.8112 -3.1428 -0.009 0.000 -0.009
N 5.3378 -3.5523 0.0341 0.020 0.006 0.013
C 5.1756 -2.2264 -0.0581 -0.022 -0.018 -0.005
S 6.3719 -1.1148 -0.0277 -0.007 -0.001 0.003
C 3.7577 -1.7541 -0.1162 0.009 0.010 0.002
C 2.7866 -2.2501 0.7464 -0.004 0.002 0.014
C 1.5222 -1.6891 0.7386 0.007 0.029 0.038
N 1.1900 -0.6993 -0.0960 -0.095 0.053 0.130
C 2.1140 -0.2443 -0.9600 0.008 -0.029 -0.003
C 3.3980 -0.7330 -0.9951 0.001 0.011 -0.003
H 6.2743 -3.9208 0.0992 -0.002 -0.002 -0.003
H 4.5818 -4.2016 -0.1046 -0.002 0.003 -0.007
H 3.0128 -3.0339 1.4567 0.004 0.002 0.000
H 0.7549 -2.0262 1.4241 -0.005 0.001 -0.014
H 1.8084 0.5485 -1.6334 -0.003 -0.003 -0.010
H 4.1302 -0.3188 -1.6737 0.001 0.001 -0.001
Cl -4.4507 -0.7351 -0.3358 0.031 -0.004 0.014
C -3.8652 0.8377 -0.6783 0.035 0.019 -0.013
C -2.5293 1.1621 -0.5673 0.030 0.086 0.421
C -2.0866 2.3924 -0.9705 -0.090 -0.037 0.066
Cl -0.3198 2.4909 -0.9011 -0.065 0.017 -0.096
C -2.9043 3.4078 -1.4222 0.085 -0.019 0.005
Cl -2.2428 4.9057 -1.8858 -0.005 0.014 -0.007
C -4.2708 3.1183 -1.4738 -0.039 -0.042 -0.012
Cl -5.3540 4.3202 -2.0010 -0.001 0.017 -0.002
C -4.7414 1.8421 -1.1212 -0.029 0.046 -0.010
Cl -6.4063 1.5003 -1.2385 -0.002 0.005 -0.004
```
Positions in Å, forces in eV/Å.

Computed properties:
Max |F| = 0.48 eV/A
Relative energy (zero: lowest compared OMol25 entry of this formula, charge and spin) = 24.7 kcal per mole
Net charge = +2
Calculated total energy = -6694.1548 a.u.
Lowest unoccupied orbital energy = -8.42 eV
HOMO-LUMO gap = 4.8 eV



No. 2
Computed, not measured: a structure of composition H14Na3O11S, with ωB97M-V with the def2-TZVPD basis set.

XYZ file:
```
29
Properties=species:S:1:pos:R:3:forces:R:3
Na 3.9291 -0.2146 0.3659 -0.717 0.387 0.289
Na 2.0504 -0.3829 -3.0083 -1.037 0.187 0.247
Na 0.8062 -2.8094 2.1100 -0.552 0.064 -0.889
S 0.8978 -0.0789 -0.0684 -1.705 1.075 -2.232
O 1.6321 -0.9569 0.8331 1.536 -1.629 1.413
O 1.8185 0.9507 -0.5568 1.967 0.059 -0.377
O 0.3819 -0.7889 -1.2578 1.926 -1.420 -0.617
O -0.2806 0.4596 0.5304 -0.225 1.034 1.988
O 0.8157 0.2064 3.5426 0.205 -0.080 0.232
H 0.6879 -0.6812 3.8773 -0.160 -0.035 0.425
H 0.9749 0.0892 2.6061 -0.121 0.198 -0.431
O -2.8947 0.7604 1.5299 -0.587 0.368 -0.050
H -2.0088 0.5084 1.2694 0.186 0.350 0.182
H -2.9453 0.5341 2.4586 -0.049 0.000 0.243
O 1.6016 3.6509 -0.3296 -0.022 0.547 0.168
H 1.4888 2.7158 -0.4998 -0.058 -0.366 -0.001
H 2.2690 3.9302 -0.9564 0.079 0.245 -0.133
O -1.1871 -0.8037 -3.2820 0.220 -0.338 -1.053
H -1.1478 0.1211 -3.5255 -0.383 0.374 0.047
H -0.7826 -0.8411 -2.4153 -0.241 0.129 0.426
O 0.3782 -3.3327 -0.3936 0.598 -0.839 0.796
H 0.2086 -3.8687 -1.1684 -0.260 -0.321 0.004
H 0.5405 -2.4551 -0.7398 -0.299 0.707 -0.382
O -1.2711 2.2463 -1.2447 -0.031 0.079 -0.736
H -0.8435 1.7298 -0.5616 -0.177 -0.079 0.347
H -1.0116 3.1492 -1.0608 0.021 0.332 0.031
O -1.9693 -1.6284 0.8104 0.405 -1.363 0.185
H -2.8127 -1.1957 0.6774 -0.373 0.202 0.115
H -1.3260 -1.0138 0.4575 -0.143 0.133 -0.241
```
Positions in Å, forces in eV/Å.

Computed properties:
Max |F| = 3.01 eV/A
Relative energy (zero: lowest compared OMol25 entry of this formula, charge and spin) = 0.0 kcal per mole
Net charge = +1
Calculated total energy = -1721.0546 a.u.
Lowest unoccupied orbital energy = -5.15 eV
HOMO-LUMO gap = 7.2 eV



No. 3
Computed, not measured: a structure of composition C24H34IrN2O3S3, with ωB97M-V with the def2-TZVPD basis set.

XYZ file:
```
67
Properties=species:S:1:pos:R:3:forces:R:3
Ir 0.5025 -0.0719 0.9662 0.827 -0.191 0.429
C 0.5808 -0.1487 4.5375 -0.158 -0.021 -0.169
C 1.3800 -1.3212 3.9909 0.233 0.048 -0.177
S 2.5418 -0.9665 2.6341 -0.132 0.101 0.063
C 3.3818 0.5591 3.1860 -0.174 -0.307 -0.056
C 3.5668 1.5563 2.0469 -0.314 -0.090 -0.096
S 2.1153 1.9676 1.0270 -0.481 -0.079 0.150
C 1.0459 3.0203 2.0624 0.292 -0.100 -0.116
C 0.5468 2.4657 3.3848 -0.183 -0.165 0.040
S -0.3142 0.8444 3.2871 0.300 0.095 -0.294
H -0.1879 -0.5437 5.2010 0.021 0.020 0.042
H 1.1910 0.5354 5.1227 -0.027 0.003 0.038
H 1.9315 -1.7929 4.8037 -0.077 -0.029 0.049
H 0.7143 -2.0598 3.5414 0.017 -0.047 0.044
H 2.8182 0.9870 4.0083 0.064 0.036 -0.003
H 4.3629 0.2750 3.5646 0.017 0.067 0.030
H 3.9777 2.4923 2.4249 0.066 0.001 -0.027
H 4.2594 1.1501 1.3091 0.069 0.069 0.014
H 1.5705 3.9597 2.2432 -0.057 0.038 0.015
H 0.2054 3.2206 1.3956 0.020 0.080 -0.012
H 1.3497 2.3785 4.1114 -0.005 0.034 0.020
H -0.1873 3.1649 3.7853 0.049 0.029 0.040
O -0.1622 -2.2295 1.2389 0.046 0.321 0.055
N 0.1363 -3.0267 0.2824 -0.043 -0.154 -0.067
N 1.0158 -2.6136 -0.5248 -0.048 0.195 0.187
O 1.6270 -1.4501 -0.4101 -0.236 0.246 0.097
C 1.3688 -3.4415 -1.6429 0.136 -0.234 -0.356
C 0.7718 -4.6856 -1.8198 -0.020 0.102 0.102
C 1.1406 -5.4537 -2.9096 0.015 -0.014 -0.038
C 2.0893 -4.9905 -3.8114 0.050 0.009 -0.030
C 2.6746 -3.7485 -3.6230 -0.021 -0.079 -0.041
C 2.3184 -2.9665 -2.5360 -0.091 0.115 0.190
H 0.0349 -5.0345 -1.1128 -0.006 -0.034 -0.013
H 0.6859 -6.4235 -3.0610 -0.020 0.010 0.043
H 2.3758 -5.6011 -4.6573 -0.017 0.006 0.001
H 3.4140 -3.3873 -4.3251 0.005 0.021 0.021
H 2.7606 -1.9973 -2.3636 0.025 -0.002 -0.033
C -3.1993 -0.9345 0.9435 -0.081 0.163 -0.009
C -3.7620 0.4279 0.5223 0.150 -0.109 0.111
C -3.5009 1.5220 1.5639 -0.056 -0.034 -0.078
C -3.2923 0.8810 -0.8398 -0.166 0.001 0.180
C -4.2438 1.1957 -1.7791 -0.064 0.003 0.023
C -3.9000 1.6909 -3.0346 0.027 -0.012 0.053
C -2.5590 1.8652 -3.3668 0.034 -0.051 -0.066
C -1.5437 1.5547 -2.4931 0.167 0.019 -0.135
C -0.1273 1.8082 -2.9581 0.122 0.009 0.126
C 0.4735 3.0056 -2.2132 -0.043 -0.039 -0.066
C 0.7887 0.5844 -2.9003 -0.100 0.073 -0.066
C -1.8874 1.0518 -1.1722 -0.012 -0.007 0.011
O -0.9852 0.7688 -0.3113 -0.300 0.028 -0.557
H -3.6783 -1.2604 1.8677 -0.019 0.002 -0.002
H -2.1281 -0.8940 1.1176 -0.039 -0.079 0.011
H -3.3941 -1.6888 0.1799 0.043 -0.016 0.012
H -4.8459 0.3171 0.4464 -0.004 -0.006 -0.051
H -2.4426 1.7693 1.5976 0.116 0.045 0.049
H -3.8083 1.1863 2.5548 0.001 0.003 0.004
H -4.0579 2.4273 1.3163 0.029 0.000 0.031
H -5.2894 1.0710 -1.5265 0.012 -0.018 0.001
H -4.6730 1.9461 -3.7470 0.002 -0.011 -0.008
H -2.3035 2.2487 -4.3468 0.003 -0.005 0.015
H -0.2099 2.0875 -4.0110 -0.058 0.044 0.022
H 0.5763 2.7784 -1.1530 0.009 0.013 0.049
H -0.1587 3.8884 -2.3210 0.031 0.009 0.015
H 1.4625 3.2400 -2.6086 0.007 -0.005 0.018
H 1.0840 0.3544 -1.8845 0.029 -0.126 0.157
H 1.6975 0.7787 -3.4719 -0.016 0.025 -0.024
H 0.3032 -0.2942 -3.3292 0.036 -0.016 0.028
```
Positions in Å, forces in eV/Å.

Computed properties:
Expectation value of S² = 6.045
Max |F| = 0.95 eV/A
2S+1 = 5
Net charge = +1
Calculated total energy = -2568.6413 a.u.
Lowest unoccupied orbital energy (alpha / beta) = -2.05 / -4.89 eV
HOMO-LUMO gap (alpha / beta) = 8.2 / 5.6 eV



No. 4
Computed, not measured: a cluster of 2 separate species, F2HPS in total, with ωB97M-V with the def2-TZVPD basis set.

XYZ file:
```
5
Properties=species:S:1:pos:R:3:forces:R:3
F -0.5067 -1.1460 1.1626 0.498 0.177 -0.796
F -0.1698 -0.5545 -1.2538 0.086 0.300 1.609
P -0.1270 0.1121 0.2401 -0.842 -0.971 -0.569
S -1.6485 1.3225 0.4204 -0.100 0.474 -0.102
H 2.4520 0.2658 -0.5693 0.357 0.020 -0.142
```
Positions in Å, forces in eV/Å.

Computed properties:
Expectation value of S² = 2.009
Max |F| = 1.64 eV/A
2S+1 = 3
Relative energy (zero: lowest compared OMol25 entry of this formula, charge and spin) = 1.9 kcal per mole
Calculated total energy = -939.7977 a.u.
Lowest unoccupied orbital energy (alpha / beta) = 0.94 / -3.54 eV
HOMO-LUMO gap (alpha / beta) = 10.8 / 7.1 eV



No. 5
Computed, not measured: the ion C4H7N3 with charge +2, with ωB97M-V with the def2-TZVPD basis set.

XYZ file:
```
14
Properties=species:S:1:pos:R:3:forces:R:3
C -1.5923 2.0486 1.3417 2.428 -2.114 -1.285
C 0.5010 -0.5606 -0.4924 -0.524 -0.332 1.425
C -0.3058 -0.4243 0.7350 5.953 8.722 -9.554
C 0.5548 0.5365 -1.3969 1.240 2.534 -0.282
N 1.1038 -1.7114 -0.6953 -0.584 0.150 1.710
N -0.8357 1.2934 0.9084 -0.844 -2.913 0.588
N -0.6977 -1.1872 1.5119 -6.029 -5.222 9.210
H -2.1513 2.8503 1.6523 -1.508 1.901 0.845
H 0.4331 1.4952 -0.8259 0.794 -0.711 -0.569
H -0.3355 0.5643 -1.9486 -1.352 -0.209 -1.445
H 1.4453 0.5614 -2.0708 -0.746 -0.115 0.635
H 1.7874 -2.0417 -1.3423 0.374 0.722 -1.297
H 1.1352 -2.2766 0.1114 -0.051 -1.350 0.850
H -1.0423 -1.1479 2.5112 0.851 -1.064 -0.831
```
Positions in Å, forces in eV/Å.

Computed properties:
Expectation value of S² = 2.014
Max |F| = 14.24 eV/A
2S+1 = 3
Relative energy (zero: lowest compared OMol25 entry of this formula, charge and spin) = 59.8 kcal per mole
Net charge = +2
Calculated total energy = -319.9308 a.u.
Lowest unoccupied orbital energy (alpha / beta) = -10.13 / -14.99 eV
HOMO-LUMO gap (alpha / beta) = 7.4 / 6.1 eV



No. 6
Computed, not measured: the molecule C23H19BrN2O7S2, with ωB97M-V with the def2-TZVPD basis set.

XYZ file:
```
54
Properties=species:S:1:pos:R:3:forces:R:3
N 1.1460 1.0812 2.2035 -0.693 -0.535 -0.272
S 0.2861 -0.1571 1.4800 0.569 0.335 0.168
O 0.4194 -1.3347 2.2862 -0.436 0.192 0.334
O 0.6683 -0.2323 0.0958 -0.384 0.284 0.239
C -1.4011 0.4102 1.5541 0.493 -0.014 0.059
C -1.7755 1.4882 2.3280 -0.057 0.166 0.117
C -3.1055 1.8862 2.3148 0.042 -0.057 -0.052
C -4.0286 1.2265 1.5246 0.054 -0.136 0.081
C -3.6365 0.1430 0.7385 0.757 0.369 0.855
N -4.5704 -0.4468 -0.1130 -0.885 0.109 -0.786
S -5.1405 0.5653 -1.3616 0.356 -0.413 0.066
O -5.9214 1.6090 -0.7812 0.291 0.181 0.130
O -5.7274 -0.3047 -2.3292 0.267 -0.181 -0.102
C -3.5590 1.1960 -1.9045 -0.564 -0.026 0.065
C -3.0632 2.3369 -1.3004 -0.081 0.153 -0.032
C -1.7182 2.6296 -1.4126 0.085 -0.124 -0.148
C -0.8708 1.7872 -2.1364 -0.543 -0.036 0.039
C 0.5714 1.9519 -2.1218 0.625 0.289 0.340
C 1.2517 2.4320 -1.0764 -0.269 -0.014 -0.439
C 2.7150 2.3626 -1.0467 0.159 -0.005 -0.501
O 3.4467 2.2446 -1.9957 -0.077 0.029 0.060
O 3.1567 2.4009 0.2324 -0.139 0.014 0.315
C 4.5526 2.2423 0.4629 0.667 0.214 -0.050
C 4.8287 0.9933 1.3038 -0.116 0.348 -0.167
O 5.5520 1.0526 2.2695 -0.014 0.059 -0.033
C 4.1128 -0.2332 0.8998 -0.123 -0.616 0.098
C 3.7995 -0.5267 -0.4275 0.137 0.056 0.221
C 3.0510 -1.6451 -0.7312 0.055 -0.192 0.042
C 2.6108 -2.4660 0.2935 0.285 -0.057 -0.076
Br 1.4939 -3.9231 -0.1165 -0.085 -0.119 -0.031
C 2.9652 -2.2335 1.6120 0.109 -0.137 -0.124
C 3.7206 -1.1185 1.9074 0.157 0.189 -0.174
C -1.4142 0.6958 -2.8191 -0.006 0.138 0.153
C -2.7532 0.3833 -2.6792 -0.069 -0.072 -0.156
C -2.3070 -0.2748 0.7726 -0.415 -0.122 -0.166
H 1.5867 0.7780 3.0565 0.004 -0.179 0.193
H 1.8083 1.5170 1.5774 0.077 0.044 -0.288
H -1.0361 2.0011 2.9200 0.019 0.097 0.060
H -3.4218 2.7214 2.9203 -0.024 0.080 0.054
H -5.0576 1.5449 1.4811 -0.089 0.036 0.079
H -4.2756 -1.3306 -0.5044 -0.022 -0.090 -0.138
H -3.7368 2.9618 -0.7366 0.005 0.114 0.099
H -1.3171 3.5083 -0.9326 0.041 0.110 0.072
H 1.1267 1.5620 -2.9647 0.112 -0.041 -0.053
H 0.7680 2.7730 -0.1749 -0.155 -0.021 0.107
H 5.0743 2.1735 -0.5004 -0.068 0.016 0.194
H 4.9103 3.1207 1.0078 -0.054 -0.195 -0.070
H 4.1479 0.1015 -1.2320 -0.014 0.134 -0.065
H 2.7908 -1.8662 -1.7544 -0.035 -0.029 -0.067
H 2.6310 -2.8977 2.3930 -0.049 -0.017 0.018
H 4.0011 -0.9014 2.9276 0.029 0.019 0.097
H -0.7685 0.0616 -3.4062 0.073 -0.082 -0.073
H -3.1864 -0.4845 -3.1524 0.035 -0.150 -0.079
H -1.9631 -1.1099 0.1818 -0.039 -0.118 -0.214
```
Positions in Å, forces in eV/Å.

Computed properties:
Max |F| = 1.20 eV/A
Structure (SMILES) = NS(=O)(=O)c1cccc(NS(=O)(=O)c2ccc(/C=C/C(=O)OCC(=O)c3ccc(Br)cc3)cc2)c1
Calculated total energy = -4894.4353 a.u.
Lowest unoccupied orbital energy = -0.76 eV
HOMO-LUMO gap = 8.5 eV



No. 7
Computed, not measured: a structure of composition C5H6N, with ωB97M-V with the def2-TZVPD basis set.

XYZ file:
```
12
Properties=species:S:1:pos:R:3:forces:R:3
C -1.0374 -1.1932 0.6120 0.726 -0.718 -0.783
C -0.9647 -0.0348 -0.1376 0.484 1.145 0.931
C 1.4314 0.6482 0.1114 1.058 2.292 0.955
C -1.5441 1.1220 -0.3157 -2.150 3.932 -0.602
C 0.3550 -1.5690 0.1478 0.089 -3.405 -0.702
N 0.5458 -0.1777 -0.1794 -0.784 -1.242 0.391
H 2.3355 0.5245 0.7241 -0.063 -0.988 -0.897
H 1.2226 1.7019 -0.0660 -0.231 -0.108 -0.135
H -0.9275 2.0907 -0.5497 -1.497 -2.102 0.170
H -2.6746 1.2134 -0.1308 2.008 -0.005 -0.349
H 1.1038 -2.2284 0.5948 0.025 0.890 0.790
H 0.1541 -2.0976 -0.8109 0.335 0.309 0.231
```
Positions in Å, forces in eV/Å.

Computed properties:
Expectation value of S² = 2.039
Max |F| = 4.52 eV/A
2S+1 = 3
Relative energy (zero: lowest compared OMol25 entry of this formula, charge and spin) = 67.2 kcal per mole
Net charge = +1
Calculated total energy = -248.3521 a.u.
Lowest unoccupied orbital energy (alpha / beta) = -5.29 / -6.78 eV
HOMO-LUMO gap (alpha / beta) = 8.0 / 9.2 eV



Number 1 is which compound? C24H16BrCl5N4O2PdS



Which of these has the lowest calculated total energy? C24H16BrCl5N4O2PdS



Number 5 is which compound? C4H7N3